1.
Density functional theory data (ωB97M-V/def2-TZVPD) for a cluster of 2 separate species, HN3O2 in total.

Geometry as XYZ:
```
6
Properties=species:S:1:pos:R:3
O -1.811 -0.632 0.421
N -0.782 -1.053 0.044
O 0.213 -0.975 1.012
H 1.007 -1.048 0.406
N 0.722 2.297 -0.624
N 0.651 1.411 -1.259
```

strongest force on any atom: 0.0302 hartree/bohr
orbital gap: 10.82 eV
SMILES: O=NO.N#N
E_HOMO: -10.64 eV
charge: 0
LUMO energy: 0.18 eV
calculated total energy: -8579.5562 eV
molecular weight: 75.03 g/mol
energy relative to the best compared isomer or geometry (same formula, charge and spin): 0.1 kcal per mole

=====

2.
Density functional theory data (ωB97M-V/def2-TZVPD) for a cluster of 2 separate species, HN3O3 in total.

Geometry as XYZ:
```
7
Properties=species:S:1:pos:R:3
N -1.016 1.036 -0.481
N 0.215 0.520 -0.552
N -1.905 0.319 0.095
O 1.938 1.873 0.498
O -1.780 -0.840 0.676
O -3.110 0.786 0.026
H 0.238 -0.159 0.141
```

strongest force on any atom: 0.0780 hartree/bohr
orbital gap (alpha / beta): 5.95 / 6.85 eV
E_HOMO (alpha / beta): 1.51 / 0.61 eV
charge: -2
LUMO energy (alpha / beta): 7.46 / 7.46 eV
calculated total energy: -10619.1292 eV
molecular weight: 91.03 g/mol
energy relative to the best compared isomer or geometry (same formula, charge and spin): 50.8 kcal per mole

=====

3.
Density functional theory data (ωB97M-V/def2-TZVPD) for a cluster of 2 separate species, HN3O4 in total.

Geometry as XYZ:
```
8
Properties=species:S:1:pos:R:3
N 1.950 -0.772 -0.181
N 0.073 -0.009 0.652
N -0.281 1.139 -0.070
O 1.704 -1.855 -0.323
O 0.492 2.056 -0.002
O -1.457 1.232 -0.559
O -0.780 -1.084 0.375
H -1.700 -0.707 0.108
```

strongest force on any atom: 0.0633 hartree/bohr
orbital gap (alpha / beta): 8.75 / 7.16 eV
E_HOMO (alpha / beta): -10.11 / -9.32 eV
charge: 0
LUMO energy (alpha / beta): -1.36 / -2.17 eV
calculated total energy: -12667.9281 eV
molecular weight: 107.03 g/mol
energy relative to the best compared isomer or geometry (same formula, charge and spin): 64.3 kcal per mole

=====

4.
Density functional theory data (ωB97M-V/def2-TZVPD) for an isolated molecule of HN3O4S.

Geometry as XYZ:
```
9
Properties=species:S:1:pos:R:3
H -0.914 -0.166 -0.180
N 0.017 0.114 -0.051
N 0.611 -0.956 0.036
S 2.336 -0.887 0.050
O 2.652 -1.383 -1.271
O 2.796 -1.360 1.302
N 2.859 1.219 0.046
O 3.123 1.535 -1.056
O 2.872 1.707 1.095
```

strongest force on any atom: 0.0827 hartree/bohr
orbital gap: 9.28 eV
SMILES: [H]/N=N/S(=O)(=O)[N+](=O)[O-]
E_HOMO: -10.18 eV
charge: 0
LUMO energy: -0.90 eV
calculated total energy: -23505.3350 eV
molecular weight: 139.09 g/mol
energy relative to the best compared isomer or geometry (same formula, charge and spin): 77.4 kcal per mole

=====

5.
Density functional theory data (ωB97M-V/def2-TZVPD) for an isolated molecule of HN3O5.

Geometry as XYZ:
```
9
Properties=species:S:1:pos:R:3
O -3.280 -1.021 0.644
N -3.618 -0.065 0.108
O -4.519 0.409 -0.431
O -2.380 1.009 -0.077
N -1.153 0.393 -0.044
O -1.066 -0.745 -0.434
N -0.273 1.227 0.300
O 0.963 0.705 0.269
H 1.039 -0.402 0.189
```

strongest force on any atom: 0.0821 hartree/bohr
orbital gap: 9.18 eV
SMILES: O=[N+]([O-])O/[N+]([O-])=N/O
E_HOMO: -9.77 eV
charge: 0
LUMO energy: -0.59 eV
calculated total energy: -14713.7745 eV
molecular weight: 123.02 g/mol
energy relative to the best compared isomer or geometry (same formula, charge and spin): 23.6 kcal per mole

=====

6.
Density functional theory data (ωB97M-V/def2-TZVPD) for a cluster of 2 separate species, HN3O6 in total.

Geometry as XYZ:
```
10
Properties=species:S:1:pos:R:3
O -0.821 2.263 2.164
N -0.452 1.325 1.648
O 0.499 1.057 1.048
O -1.361 0.098 1.733
N -1.152 -0.797 2.888
O -0.627 -0.357 3.802
O -1.591 -1.830 2.627
N 0.609 -0.862 -0.539
O 1.777 -0.744 -0.629
H 0.207 -1.466 0.191
```

strongest force on any atom: 0.0863 hartree/bohr
orbital gap: 8.49 eV
SMILES: O=[N+]([O-])O[N+](=O)[O-].N=O
E_HOMO: -9.11 eV
charge: 0
LUMO energy: -0.62 eV
calculated total energy: -16759.5788 eV
molecular weight: 139.02 g/mol
energy relative to the best compared isomer or geometry (same formula, charge and spin): 9.2 kcal per mole